A molecular structure, C5H12N2O in a non-equilibrium geometry, computed with ωB97M-V with the def2-TZVPD basis set.

Each line ends with the Mulliken charge.
Element x y z (Å)
1 C 0.400 0.569 -1.924  -0.471
2 O -0.335 1.514 -1.257  -0.771
3 C -0.300 -0.805 -1.824  -0.744
4 C -0.511 -1.116 -0.336  -0.077
5 C 0.712 -1.117 0.630  -0.729
6 N 0.362 1.647 1.299  -0.461
7 C -0.364 0.720 1.708  0.044
8 N 0.063 -1.266 1.889  -0.360
9 H 1.401 0.477 -1.472  0.251
10 H 0.558 0.861 -2.969  0.370
11 H 0.360 -2.125 2.356  0.250
12 H -1.310 -0.693 -2.209  0.322
13 H 0.193 -1.608 -2.383  0.358
14 H -1.144 -0.299 0.018  -0.010
15 H -1.063 -2.032 -0.112  0.391
16 H 1.226 -0.159 0.472  0.279
17 H 1.444 -1.936 0.408  0.390
18 H 0.222 1.860 0.254  0.373
19 H 0.045 -0.114 2.361  0.138
20 H -1.443 0.631 1.561  0.456

Calculated values
* spin multiplicity: 1
* HOMO level: -8.2 eV
* charge: 0
* energy above the lowest of the compared OMol25 structures with the same formula, charge and spin: 222.3 kcal per mole
* HOMO-LUMO gap: 5.6 eV